No. 1
This record from OMol25 describes 8 unconnected molecules or ions with the total composition C26H72N4O11 in a non-equilibrium geometry. The level of theory is ωB97M-V/def2-TZVPD.

The geometry in XYZ format:
```
113
Properties=species:S:1:pos:R:3
C 6.068 -19.415 -10.267
O 5.085 -18.821 -11.114
H 5.555 -19.747 -9.365
H 6.513 -20.307 -10.716
H 6.773 -18.615 -10.039
H 5.513 -18.397 -11.861
C 14.120 -23.916 -11.894
O 13.881 -25.322 -11.917
H 13.967 -23.464 -10.909
H 15.192 -23.820 -12.092
H 13.484 -23.396 -12.610
H 14.586 -25.791 -12.355
C 10.703 -17.779 -11.565
O 9.267 -17.817 -11.765
H 10.990 -17.451 -10.574
H 11.130 -18.763 -11.764
H 11.092 -17.154 -12.372
H 9.277 -17.989 -12.716
C 13.363 -17.418 -8.442
O 13.465 -18.722 -7.850
H 13.193 -17.555 -9.516
H 12.459 -16.925 -8.075
H 14.290 -16.908 -8.208
H 12.579 -19.116 -7.872
C 5.338 -21.731 -2.760
O 6.421 -22.630 -2.547
C 7.151 -22.915 -3.748
C 7.858 -24.257 -3.552
N 6.946 -25.403 -3.533
C 6.595 -25.857 -4.875
C 7.781 -26.158 -5.775
O 8.133 -25.019 -6.529
C 8.899 -25.327 -7.682
H 4.550 -22.213 -3.343
H 5.705 -20.814 -3.225
H 4.956 -21.549 -1.757
H 7.864 -22.078 -3.834
H 6.467 -22.794 -4.597
H 8.268 -24.154 -2.540
H 8.739 -24.334 -4.182
H 6.117 -25.042 -3.070
H 5.879 -25.247 -5.446
H 6.015 -26.780 -4.751
H 7.600 -27.027 -6.420
H 8.635 -26.470 -5.154
H 9.744 -25.963 -7.406
H 9.204 -24.375 -8.108
H 8.286 -25.804 -8.457
C 7.407 -24.546 -11.393
O 8.605 -23.901 -11.757
C 9.179 -24.406 -12.941
C 10.351 -23.550 -13.365
N 9.847 -22.283 -13.959
C 10.926 -21.280 -13.935
C 10.352 -20.050 -14.583
O 11.120 -18.883 -14.288
C 11.092 -17.910 -15.296
H 6.935 -23.962 -10.605
H 7.546 -25.561 -11.007
H 6.728 -24.623 -12.247
H 8.480 -24.600 -13.771
H 9.504 -25.460 -12.859
H 10.930 -24.109 -14.100
H 10.954 -23.327 -12.484
H 9.014 -22.063 -13.427
H 11.754 -21.755 -14.455
H 11.204 -21.069 -12.892
H 9.309 -19.862 -14.295
H 10.245 -20.245 -15.659
H 10.134 -17.587 -15.723
H 11.799 -18.110 -16.108
H 11.431 -16.988 -14.802
C 19.443 -19.315 -10.946
O 18.141 -19.837 -10.854
C 17.191 -18.810 -10.577
C 15.800 -19.337 -10.907
N 15.653 -19.393 -12.348
C 14.308 -19.871 -12.742
C 14.342 -20.390 -14.157
O 14.740 -21.750 -14.279
C 14.631 -22.337 -15.536
H 19.484 -18.492 -11.671
H 20.192 -20.047 -11.234
H 19.739 -18.870 -9.986
H 17.391 -17.901 -11.148
H 17.225 -18.651 -9.492
H 15.151 -18.588 -10.449
H 15.675 -20.248 -10.309
H 16.301 -20.079 -12.722
H 13.579 -19.082 -12.565
H 14.015 -20.729 -12.118
H 14.931 -19.787 -14.857
H 13.327 -20.420 -14.576
H 13.626 -22.223 -15.960
H 14.839 -23.396 -15.358
H 15.382 -22.063 -16.287
C 11.716 -22.495 -7.750
C 10.772 -22.138 -8.896
C 11.109 -20.876 -9.649
O 10.989 -19.688 -8.869
C 9.640 -19.389 -8.503
N 10.767 -23.302 -9.802
H 11.773 -21.620 -7.098
H 12.685 -22.760 -8.177
H 11.371 -23.340 -7.159
H 9.729 -22.134 -8.564
H 10.485 -20.812 -10.555
H 12.102 -20.820 -10.112
H 9.417 -19.940 -7.584
H 8.912 -19.575 -9.290
H 9.665 -18.337 -8.215
H 11.669 -23.712 -9.984
H 10.133 -23.318 -10.596
```

Output
charge	0
gap between HOMO and LUMO	9.114	eV
energy above the lowest of the compared OMol25 structures with the same formula, charge and spin	0.0	kcal per mole
structure (SMILES)	COC[C@H](C)N.COCCNCCOC.COCCNCCOC.COCCNCCOC.CO.CO.CO.CO

Atomic partial charges in e from the Löwdin method, atoms 1 to 6: C -0.159; O -0.128; H 0.079; H 0.071; H 0.069; H 0.066



No. 2
This record from OMol25 describes 9 unconnected molecules or ions with the total composition C26H73ClN5O12 in a non-equilibrium geometry. The level of theory is ωB97M-V/def2-TZVPD.

The geometry in XYZ format:
```
117
Properties=species:S:1:pos:R:3
Cl -24.709 -19.607 -14.781
O -26.120 -19.308 -14.730
O -23.995 -18.611 -14.026
O -24.519 -20.893 -14.162
O -24.236 -19.635 -16.146
C -19.504 -18.342 -14.972
C -20.531 -19.439 -14.609
C -20.062 -20.868 -14.919
O -19.753 -21.255 -16.259
C -18.442 -20.946 -16.665
N -20.827 -19.350 -13.197
H -19.126 -18.364 -15.992
H -18.626 -18.625 -14.377
H -19.837 -17.334 -14.730
H -21.388 -19.181 -15.245
H -20.975 -21.445 -14.746
H -19.255 -21.222 -14.272
H -18.147 -21.450 -17.582
H -17.750 -20.865 -15.820
H -18.384 -19.897 -17.003
H -20.889 -18.385 -12.919
H -21.607 -19.964 -13.010
C -27.490 -22.498 -22.080
C -26.828 -22.175 -20.733
C -27.683 -21.193 -19.908
O -27.186 -21.118 -18.576
C -27.850 -20.053 -17.977
N -26.411 -23.427 -20.083
H -27.946 -21.663 -22.630
H -28.325 -23.195 -21.976
H -26.735 -22.853 -22.783
H -25.896 -21.651 -20.946
H -28.745 -21.452 -19.982
H -27.550 -20.218 -20.396
H -28.951 -20.009 -18.068
H -27.552 -19.108 -18.459
H -27.698 -20.042 -16.899
H -25.584 -23.783 -20.554
H -27.098 -24.123 -20.369
C -27.747 -22.714 -14.126
C -27.406 -23.183 -15.545
C -28.656 -23.159 -16.435
O -28.314 -23.468 -17.773
C -29.380 -23.823 -18.615
N -26.435 -22.269 -16.206
H -28.296 -21.775 -14.052
H -26.784 -22.586 -13.628
H -28.332 -23.536 -13.702
H -27.076 -24.223 -15.457
H -29.173 -22.188 -16.445
H -29.423 -23.826 -16.010
H -30.210 -23.124 -18.460
H -29.640 -24.866 -18.399
H -29.053 -23.764 -19.652
H -26.809 -21.458 -15.702
H -25.604 -22.395 -15.635
C -23.351 -20.593 -10.487
C -24.585 -19.820 -10.049
C -25.772 -20.064 -10.978
O -27.017 -19.979 -10.292
C -28.050 -20.224 -11.247
N -24.885 -20.156 -8.612
H -22.405 -20.286 -10.037
H -23.218 -20.534 -11.570
H -23.521 -21.632 -10.188
H -24.372 -18.748 -10.010
H -25.646 -21.030 -11.484
H -25.886 -19.304 -11.756
H -28.947 -19.777 -10.813
H -28.175 -21.284 -11.460
H -27.876 -19.597 -12.122
H -24.364 -21.031 -8.520
H -24.183 -19.609 -8.108
C -22.026 -21.641 -18.667
C -23.177 -22.560 -18.216
C -22.927 -22.859 -16.728
O -24.061 -23.598 -16.231
C -23.757 -24.255 -15.031
N -24.460 -21.832 -18.359
H -22.126 -21.310 -19.701
H -21.079 -22.202 -18.655
H -21.798 -20.865 -17.937
H -23.232 -23.488 -18.789
H -22.742 -21.979 -16.102
H -21.981 -23.399 -16.582
H -24.446 -25.096 -14.893
H -23.895 -23.612 -14.154
H -22.785 -24.760 -15.007
H -24.305 -21.194 -19.157
H -24.443 -21.090 -17.659
C -26.500 -15.078 -12.477
C -27.014 -16.111 -13.435
O -27.479 -17.250 -12.709
H -25.666 -15.510 -11.930
H -27.316 -14.775 -11.819
H -26.196 -14.200 -13.047
H -26.238 -16.487 -14.109
H -27.850 -15.742 -14.040
H -27.585 -17.995 -13.308
C -22.897 -15.361 -13.193
C -22.428 -14.402 -12.117
O -23.573 -13.864 -11.467
H -23.462 -14.801 -13.945
H -23.610 -16.125 -12.885
H -22.065 -15.861 -13.689
H -21.753 -13.620 -12.472
H -21.865 -15.008 -11.395
H -23.331 -13.026 -11.066
C -25.340 -17.400 -20.442
C -24.352 -18.332 -19.756
O -24.628 -19.692 -20.082
H -26.355 -17.714 -20.194
H -25.241 -17.469 -21.529
H -25.175 -16.364 -20.147
H -24.409 -18.217 -18.674
H -23.325 -18.081 -20.040
H -24.851 -19.766 -21.016
```

Output
charge	-1
gap between HOMO and LUMO	7.313	eV

Atomic partial charges in e from the Löwdin method, atoms 1 to 6: Cl 0.637; O -0.362; O -0.362; O -0.365; O -0.349; C -0.058



No. 3
This record from OMol25 describes a molecular structure, C26H76F3InN2O20 in a non-equilibrium geometry. The level of theory is ωB97M-V/def2-TZVPD.

The geometry in XYZ format:
```
128
Properties=species:S:1:pos:R:3
In 0.533 0.522 -0.260
F 3.459 1.151 -0.163
F 0.958 -0.135 2.762
F -0.848 -1.516 -2.008
C -2.594 5.073 0.207
C -3.299 4.891 1.532
C -4.579 4.005 1.416
O -5.590 4.585 0.618
C -6.830 3.999 0.665
N -2.259 4.220 2.310
H -2.261 4.136 -0.240
H -1.737 5.746 0.181
H -3.355 5.401 -0.501
H -3.538 5.864 1.961
H -4.899 3.597 2.374
H -4.186 3.174 0.830
H -6.818 2.937 0.416
H -7.525 4.404 -0.069
H -7.305 4.081 1.643
H -1.573 4.958 2.372
H -2.668 4.172 3.232
C 0.900 -4.143 1.135
C 2.158 -3.448 0.515
C 2.366 -3.753 -0.958
O 3.539 -3.372 -1.580
C 3.771 -3.986 -2.874
N 2.086 -1.994 0.754
H 0.735 -4.157 2.212
H 0.679 -5.136 0.743
H 0.030 -3.731 0.624
H 3.064 -3.806 1.004
H 1.630 -3.188 -1.530
H 2.192 -4.821 -1.087
H 2.966 -3.638 -3.522
H 3.569 -5.055 -2.935
H 4.700 -3.738 -3.387
H 3.004 -1.588 0.647
H 1.853 -1.927 1.735
C -1.585 -2.991 -5.008
C -0.240 -3.560 -4.778
O 0.044 -3.930 -3.433
O -1.636 -1.616 -4.634
H -2.175 -3.586 -4.311
H -2.115 -3.132 -5.950
H 0.439 -2.817 -5.197
H -0.093 -4.521 -5.271
H -0.188 -3.147 -2.928
H -1.491 -1.522 -3.689
C 0.353 -1.761 5.723
C 0.097 -2.948 4.709
O -0.590 -2.375 3.597
O 1.394 -0.833 5.366
H 0.523 -2.318 6.644
H -0.598 -1.229 5.713
H -0.697 -3.616 5.043
H 0.993 -3.444 4.336
H -0.076 -1.633 3.270
H 1.198 -0.665 4.441
C 4.206 1.378 3.232
C 3.459 1.997 4.451
O 2.087 2.304 4.124
O 4.656 2.412 2.383
H 3.575 0.744 2.608
H 5.055 0.781 3.563
H 3.841 2.944 4.832
H 3.431 1.507 5.424
H 1.684 1.558 3.674
H 4.490 2.194 1.463
C -4.816 -3.879 -0.333
C -3.515 -3.422 -0.950
O -3.622 -2.213 -1.698
O -5.772 -4.274 -1.275
H -5.283 -3.180 0.360
H -4.516 -4.588 0.439
H -3.052 -4.194 -1.565
H -2.898 -3.217 -0.075
H -2.720 -1.885 -1.681
H -6.581 -4.554 -0.840
C 5.533 -1.477 0.215
C 6.512 -0.436 -0.329
O 5.834 0.427 -1.321
O 4.653 -0.857 1.117
H 6.146 -2.175 0.787
H 4.895 -1.867 -0.578
H 7.379 -0.798 -0.880
H 7.009 0.153 0.443
H 5.016 0.527 -0.829
H 4.276 -0.088 0.683
C -2.325 0.688 2.349
C -2.768 -0.562 1.471
O -1.542 -1.272 1.260
O -1.799 1.623 1.417
H -1.625 0.453 3.151
H -3.172 1.088 2.907
H -3.267 -0.288 0.542
H -3.430 -1.254 1.991
H -1.311 -1.776 2.043
H -1.891 2.503 1.788
C 1.363 3.988 1.150
C 1.438 4.078 -0.412
O 0.385 3.525 -1.097
O 1.060 2.732 1.640
H 0.644 4.716 1.527
H 2.313 4.356 1.536
H 2.384 3.635 -0.722
H 1.560 5.126 -0.685
H 0.260 4.062 -1.883
H 1.484 2.709 2.500
C 1.510 0.387 -3.917
C 2.888 -0.179 -3.444
O 2.593 -0.918 -2.273
O 1.126 1.433 -2.993
H 0.808 -0.443 -3.840
H 1.609 0.825 -4.910
H 3.638 0.585 -3.241
H 3.236 -0.855 -4.225
H 3.357 -1.462 -2.070
H 1.525 2.240 -3.326
C -2.995 2.393 -3.563
C -2.398 1.152 -2.986
O -2.031 1.458 -1.671
O -4.146 2.741 -2.768
H -3.418 2.335 -4.566
H -2.222 3.159 -3.497
H -1.527 0.779 -3.524
H -3.205 0.434 -3.125
H -2.586 2.197 -1.411
H -4.370 3.648 -2.989
```

Output
charge	0
gap between HOMO and LUMO	4.297	eV

Atomic partial charges in e from the Löwdin method, atoms 1 to 6: In 1.504; F -0.445; F -0.467; F -0.436; C -0.060; C -0.394



One value per record, in order, for E_HOMO: -8.7; -4.8; -9.3 eV.